(1)
Here is 2 unconnected molecules or ions with the total composition C3H9NO2 from OMol25. Energies are from wB97M-V/def2-TZVPD.

```
15
Properties=species:S:1:pos:R:3:forces:R:3
C -1.747 -1.574 1.165 -0.19 -2.17 2.46
C -0.976 -0.529 0.518 0.96 1.17 -1.15
O -1.352 0.643 0.437 1.45 -1.85 -0.31
O 0.161 -1.148 0.112 0.75 -1.06 0.06
H -1.140 -2.350 1.718 -0.24 0.96 -0.96
H -2.483 -2.137 0.636 -0.19 -0.12 -1.25
H -2.324 -1.135 1.924 -0.90 0.91 1.12
C 2.309 1.645 -0.826 0.14 0.05 0.60
N 1.134 0.791 -1.237 1.23 0.93 5.46
H 1.005 -0.936 -0.414 -2.25 1.69 0.53
H 0.332 1.163 -0.613 1.39 -1.01 -1.45
H 0.869 0.951 -2.122 -0.94 0.82 -4.09
H 2.318 1.658 0.308 0.21 -0.20 -1.31
H 2.147 2.692 -1.117 0.20 -0.12 -0.05
H 3.345 1.342 -1.198 -1.63 -0.01 0.35
```
Positions in Å, forces in eV/Å.

SMILES string: CC(=O)O.CN
Electronic energy in eV: -8840.9832
LUMO in eV: 0.87
Relative energy (zero: lowest compared OMol25 entry of this formula, charge and spin) in kcal/mol: 45.5
Highest occupied orbital energy in eV: -9.68
Spin multiplicity: 1
Total charge: 0



(2)
Here is 2 unconnected molecules or ions with the total composition C3H9NO2 from OMol25. Energies are from wB97M-V/def2-TZVPD.

```
15
Properties=species:S:1:pos:R:3:forces:R:3
O 1.898 0.010 -0.242 -0.90 -0.19 0.99
C 2.131 -0.684 0.745 0.69 0.08 -2.24
C 2.985 -0.220 1.849 -0.10 0.50 -0.06
H 1.909 -1.754 0.610 -0.37 -0.19 0.68
H 3.346 -1.022 2.447 0.45 -0.74 0.32
H 2.448 0.432 2.528 -0.13 0.41 -0.02
H 3.793 0.327 1.354 0.00 0.07 0.40
N -1.222 -0.430 -1.048 -1.20 -0.04 3.11
C -2.241 0.611 -1.246 -1.54 2.30 -1.03
O -3.196 0.719 -0.184 1.58 -1.86 -0.90
H -0.397 -0.051 -0.611 1.87 0.59 -0.98
H -1.379 -1.217 -0.358 -0.80 0.16 -1.58
H -1.711 1.580 -1.170 0.13 -0.54 -0.33
H -2.772 0.655 -2.276 1.10 -0.86 1.41
H -3.617 -0.153 -0.121 -0.76 0.31 0.23
```
Positions in Å, forces in eV/Å.

Electronic energy in eV: -8831.0868
LUMO (alpha / beta) in eV: -3.68 / -9.55
Relative energy (zero: lowest compared OMol25 entry of this formula, charge and spin) in kcal/mol: 55.9
Highest occupied orbital energy (alpha / beta) in eV: -13.83 / -13.76
Spin multiplicity: 2
Total charge: +1



(3)
Here is a single C3H9NO2P2 molecule from OMol25. Energies are from wB97M-V/def2-TZVPD.

```
17
Properties=species:S:1:pos:R:3:forces:R:3
C 0.863 -0.289 -1.178 3.26 -1.38 -0.34
C 1.158 -0.251 1.704 2.58 4.27 2.70
C -1.945 -0.896 -0.303 2.95 -1.63 -2.28
N -0.453 1.371 -0.051 2.11 0.30 1.32
O 2.215 1.908 0.190 0.90 0.64 0.30
O -1.533 1.070 -2.729 2.85 -3.84 6.55
P 1.183 0.896 0.270 -2.35 -2.08 -0.88
P -0.860 0.295 -1.248 -3.11 2.73 -5.65
H 1.608 0.038 -2.008 -1.75 -0.36 1.05
H 1.181 -1.447 -0.975 -1.32 2.84 -0.39
H 0.493 -1.000 1.572 -1.89 -2.52 -0.48
H 2.192 -0.549 1.943 -0.33 -0.43 -0.69
H 0.942 0.274 2.723 -0.15 -0.50 -1.91
H -2.515 -1.357 -1.112 -0.99 0.26 0.81
H -1.297 -1.739 0.121 -0.73 1.30 -0.43
H -2.283 -0.268 0.468 -1.50 0.30 0.80
H -0.948 1.943 0.614 -0.53 0.11 -0.47
```
Positions in Å, forces in eV/Å.

Electronic energy in eV: -27419.3315
LUMO in eV: 0.24
Relative energy (zero: lowest compared OMol25 entry of this formula, charge and spin) in kcal/mol: 55.8
Highest occupied orbital energy in eV: -9.40
Spin multiplicity: 1
Total charge: 0



(4)
Here is 2 unconnected molecules or ions with the total composition C3H9NO2S from OMol25. Energies are from wB97M-V/def2-TZVPD.

```
16
Properties=species:S:1:pos:R:3:forces:R:3
C 0.367 -1.273 0.421 0.47 -0.06 -0.14
C 0.505 -2.726 -0.028 -0.30 -0.35 0.80
S 0.966 -3.842 1.385 0.02 0.05 -0.28
N 0.030 -0.373 -0.688 -0.08 0.58 0.62
C -0.495 1.028 -0.303 0.23 -1.77 -0.65
O 0.432 2.000 -0.285 0.27 0.18 0.05
H -0.427 -1.246 1.171 -0.04 0.11 -0.04
H 1.304 -1.019 0.943 -0.10 0.19 0.00
H 1.246 -2.830 -0.825 -0.07 0.11 -0.08
H -0.478 -3.047 -0.386 0.18 0.01 -0.30
H 0.879 -0.181 -1.217 -0.11 0.03 0.07
H -1.012 0.887 0.672 -0.11 -0.08 -0.15
H -1.250 1.109 -1.108 -0.30 0.77 0.21
H -0.220 3.184 -0.228 -0.08 0.03 -0.29
H -1.031 4.214 0.705 -0.04 0.05 0.00
O -0.814 4.116 -0.226 0.05 0.15 0.19
```
Positions in Å, forces in eV/Å.

Electronic energy in eV: -19675.8347
LUMO in eV: 6.07
Relative energy (zero: lowest compared OMol25 entry of this formula, charge and spin) in kcal/mol: 5.3
Highest occupied orbital energy in eV: 0.21
Spin multiplicity: 1
Total charge: -2



(5)
Here is 2 unconnected molecules or ions with the total composition C3H9NO2S from OMol25. Energies are from wB97M-V/def2-TZVPD.

```
16
Properties=species:S:1:pos:R:3:forces:R:3
O -2.858 1.626 1.651 1.65 -2.74 -0.69
S 0.458 -0.319 0.548 -1.40 0.27 -0.10
C -2.172 0.573 1.473 -1.26 4.03 -0.01
N -2.172 -0.414 2.345 0.16 -1.95 1.03
C 0.966 -0.019 -1.146 -0.14 -0.07 -0.73
C -1.246 0.456 0.277 0.88 0.30 -0.51
H -1.619 -1.253 2.155 -0.42 0.55 0.30
H -2.750 -0.362 3.188 0.39 0.02 -0.71
H 1.132 1.057 -1.323 -0.03 -0.41 0.10
H 0.211 -0.382 -1.863 0.13 0.11 0.35
H 1.912 -0.555 -1.330 -2.45 0.48 1.21
H -1.007 1.479 -0.071 -0.46 -0.51 0.26
H -1.748 -0.075 -0.555 0.23 0.11 0.47
O 3.562 -0.465 -1.413 1.71 -0.55 -1.49
H 2.902 -0.656 -2.117 1.69 0.18 0.04
H 4.430 -0.691 -1.819 -0.70 0.20 0.48
```
Positions in Å, forces in eV/Å.

SMILES string: CSCC(N)=O.O
Electronic energy in eV: -19676.6186
LUMO in eV: 0.46
Relative energy (zero: lowest compared OMol25 entry of this formula, charge and spin) in kcal/mol: 41.4
Highest occupied orbital energy in eV: -8.86
Spin multiplicity: 1
Total charge: 0



(6)
Here is 2 unconnected molecules or ions with the total composition C3H9NO2S from OMol25. Energies are from wB97M-V/def2-TZVPD.

```
16
Properties=species:S:1:pos:R:3:forces:R:3
O -0.113 -2.792 -1.652 -0.27 0.46 0.00
C 0.107 -2.347 -0.551 0.39 -1.19 -0.63
C -0.506 -1.096 0.017 0.54 0.27 0.42
C -0.822 -0.101 -1.098 -0.44 -0.25 0.03
S -1.889 1.242 -0.462 0.15 -0.39 -0.37
N 0.390 -0.618 1.069 0.45 0.42 -0.34
H 0.811 -2.928 0.074 -0.10 0.41 0.45
H -1.408 -1.423 0.542 -0.24 0.03 -0.27
H 0.076 0.284 -1.576 0.23 0.33 0.40
H -1.313 -0.612 -1.920 -0.33 -0.06 0.04
H -2.926 0.391 -0.394 -0.11 0.33 0.12
H 1.196 -0.198 0.615 0.35 -0.28 -0.02
H 0.017 0.184 1.557 -0.61 -0.09 0.17
H 4.713 3.170 1.899 0.41 -0.29 0.34
H 3.378 3.723 1.769 -0.60 0.18 0.17
O 3.908 3.256 2.418 0.18 0.10 -0.52
```
Positions in Å, forces in eV/Å.

SMILES string: N[C@H](C=O)CS.O
Electronic energy in eV: -19676.5655
LUMO in eV: 0.45
Relative energy (zero: lowest compared OMol25 entry of this formula, charge and spin) in kcal/mol: 42.6
Highest occupied orbital energy in eV: -9.34
Spin multiplicity: 1
Total charge: 0



(7)
Here is 2 unconnected molecules or ions with the total composition C3H9NO2S from OMol25. Energies are from wB97M-V/def2-TZVPD.

```
16
Properties=species:S:1:pos:R:3:forces:R:3
C 0.177 -0.537 -0.683 -0.50 0.39 -1.08
C -0.759 -0.659 0.514 -0.11 -0.05 0.45
S -2.520 -0.446 0.158 0.04 -0.01 -0.34
C 1.584 -0.320 -0.164 -0.13 -0.99 0.27
N 2.259 -1.484 0.074 0.14 0.48 -0.16
O 2.025 0.755 0.190 0.05 0.29 -0.17
H 0.045 -1.378 -1.372 0.41 -0.48 0.55
H -0.120 0.257 -1.373 0.15 0.53 0.66
H -0.640 -1.648 0.958 -0.18 -0.06 -0.04
H -0.521 0.036 1.319 0.29 0.17 -0.25
H -2.376 0.755 -0.432 -0.03 -0.09 0.12
H 1.968 -2.325 -0.389 0.08 -0.09 0.05
H 3.205 -1.404 0.419 -0.11 -0.12 -0.08
H 0.824 2.167 -0.190 -0.02 -0.14 -0.21
H -0.217 3.014 0.499 0.00 -0.20 -0.94
O -0.007 2.638 -0.384 -0.08 0.37 1.19
```
Positions in Å, forces in eV/Å.

SMILES string: NC(=O)CCS.O
Electronic energy in eV: -19677.9519
LUMO in eV: 0.68
Relative energy (zero: lowest compared OMol25 entry of this formula, charge and spin) in kcal/mol: 10.6
Highest occupied orbital energy in eV: -9.14
Spin multiplicity: 1
Total charge: 0



(8)
Here is 2 unconnected molecules or ions with the total composition C3H9NO2S from OMol25. Energies are from wB97M-V/def2-TZVPD.

```
16
Properties=species:S:1:pos:R:3:forces:R:3
C -1.995 0.702 0.940 -1.34 0.07 -0.02
C -1.807 -0.989 -0.632 1.24 1.65 -1.95
C 1.773 -1.173 0.131 2.09 -2.72 1.68
N -1.305 0.064 -0.150 0.29 -0.74 1.47
O 1.126 0.853 -1.366 -0.01 -0.95 1.89
O 2.204 1.363 0.872 -0.54 -0.51 0.21
S 2.223 0.431 -0.245 0.97 2.61 -1.49
H -3.044 0.888 0.739 -0.32 0.23 -0.67
H -2.096 0.256 1.916 0.88 -1.06 0.20
H -1.517 1.608 1.083 0.71 2.01 0.49
H -1.154 -1.245 -1.500 -1.28 -1.23 0.47
H -2.841 -1.234 -0.414 0.10 -0.90 -0.02
H 2.443 -1.814 -0.518 -1.45 0.34 -0.12
H 2.322 -1.308 1.107 -1.66 -0.12 -0.18
H 0.301 0.623 -0.822 -0.42 0.38 -0.98
H 3.366 0.977 -1.141 0.74 0.95 -0.99
```
Positions in Å, forces in eV/Å.

Electronic energy in eV: -19668.5971
LUMO (alpha / beta) in eV: 0.44 / -2.46
Relative energy (zero: lowest compared OMol25 entry of this formula, charge and spin) in kcal/mol: 82.9
Highest occupied orbital energy (alpha / beta) in eV: -5.19 / -10.55
Spin multiplicity: 3
Total charge: 0